A cluster of 2 separate species, C5H14NO2 in total at a distorted geometry. Source: OMol25; level of theory: ωB97M-V/def2-TZVPD.

Calculated values
- M: 120.17 g/mol
- Total charge: -1
- LUMO energy: 3.7 eV

Geometry (Å):
C (0.59, -0.44, -0.72)
C (0.14, -0.63, 0.65)
C (0.96, -1.78, 1.31)
C (-1.27, -1.26, 0.55)
N (1.46, 0.75, -0.77)
C (0.83, 2.02, -1.39)
O (-0.33, 2.40, -1.00)
H (1.13, -1.46, -1.14)
H (-0.34, -0.22, -1.34)
H (0.10, 0.28, 1.23)
H (1.97, -1.52, 1.34)
H (0.75, -2.62, 0.55)
H (0.75, -1.94, 2.33)
H (-1.90, -1.34, 1.48)
H (-1.90, -0.63, -0.02)
H (-1.22, -2.16, 0.05)
H (2.21, 0.87, -0.06)
H (1.52, 2.95, -1.10)
H (0.89, 1.88, -2.49)
H (-1.60, 1.84, -0.48)
H (-2.34, 1.16, 0.79)
O (-2.41, 1.83, 0.25)

Mulliken population analysis, charges in e, atoms 1 to 6:
1 C -0.585
2 C 0.572
3 C -1.445
4 C -1.869
5 N -0.277
6 C -0.579

=====

The molecule C5H10N2S at a distorted geometry. Source: OMol25; level of theory: ωB97M-V/def2-TZVPD.

Calculated values
- M: 130.22 g/mol
- Total charge: 0
- LUMO energy: 0.8 eV
- SMILES: [H]/N=C1/NCC[C@@]1(C)S

Geometry (Å):
H (1.12, 2.57, 0.07)
N (0.17, 2.54, -0.24)
C (-0.16, 1.32, -0.16)
N (-1.44, 0.81, -0.34)
C (-1.66, -0.59, -0.48)
C (-0.22, -1.01, -0.84)
C (0.63, 0.02, -0.02)
C (0.81, -0.31, 1.47)
S (2.28, 0.20, -0.75)
H (-2.23, 1.40, -0.37)
H (-2.08, -1.08, 0.43)
H (-2.41, -0.74, -1.24)
H (-0.11, -2.07, -0.54)
H (0.00, -0.81, -1.92)
H (1.39, -1.26, 1.55)
H (1.39, 0.48, 2.00)
H (-0.12, -0.42, 1.99)
H (2.66, -1.06, -0.59)

Mulliken population analysis, charges in e, atoms 1 to 6:
1 H 0.266
2 N -0.807
3 C 0.089
4 N -0.145
5 C -0.618
6 C -0.699

=====

These records have ΔE to the lowest compared entry with this formula, charge and spin values of 52.3 12.8 kcal per mole, in the order they appear.
These records have HOMO values of -3.192 -8.927 eV, in the order they appear.
These records have frontier orbital gap values of 6.9 9.7 eV, in the order they appear.